The following is a quantum chemistry calculation of C24H46AlBCl2N4O4Si as an isolated structure at a distorted geometry, from the Open Molecules 2025 dataset.

As for the energy relative to the best compared isomer or geometry (same formula, charge and spin): 183.4 kcal per mole. For the total energy, the calculation gives -79979.7236 eV. For the max |F|, the calculation gives 0.0579 Eh/bohr. As for the spin multiplicity: 1. As for the highest occupied orbital energy (spin up / spin down): -7.93 / -6.05 eV. For the HOMO-LUMO gap (spin up / spin down), the calculation gives 8.275 / 5.538 eV.

Atoms and positions in Å:
C (-2.25, -0.72, -5.92)
C (-1.25, -1.43, -5.01)
H (-1.72, -0.01, -6.58)
H (-3.05, -0.15, -5.40)
H (-2.65, -1.47, -6.60)
C (-0.55, -2.58, -5.32)
C (-0.50, -3.05, -6.70)
H (-0.29, -3.30, -4.52)
H (0.10, -2.42, -7.36)
H (-1.49, -3.11, -7.16)
H (0.02, -4.00, -6.81)
Al (-1.08, 1.06, 0.99)
Cl (-3.00, 1.95, 1.26)
C (-0.84, -1.16, 2.18)
O (-0.04, -0.20, 1.86)
N (-0.33, -2.31, 2.57)
C (1.06, -2.60, 2.30)
C (-1.18, -3.33, 3.14)
H (-1.93, -1.11, 2.03)
H (1.65, -1.69, 2.30)
H (1.16, -3.08, 1.32)
H (1.41, -3.28, 3.08)
H (-2.12, -2.88, 3.45)
H (-0.69, -3.74, 4.03)
H (-1.39, -4.12, 2.43)
H (1.73, 2.27, 4.57)
H (-0.82, 3.24, 5.46)
C (1.69, 3.22, 4.01)
C (-0.51, 4.11, 4.85)
N (0.28, 3.58, 3.75)
H (2.37, 3.22, 3.14)
C (-0.38, 3.27, 2.65)
O (0.06, 2.45, 1.75)
H (-1.37, 4.67, 4.45)
H (-1.36, 3.74, 2.52)
H (2.04, 3.98, 4.72)
H (0.14, 4.75, 5.45)
H (1.48, 1.03, -3.38)
H (2.87, -1.91, -3.41)
C (2.52, 0.96, -2.99)
C (3.43, -1.34, -2.66)
N (2.67, -0.22, -2.14)
H (2.74, 1.87, -2.43)
C (2.19, -0.22, -0.85)
O (1.93, 0.81, -0.21)
H (3.66, -2.02, -1.83)
H (2.07, -1.26, -0.47)
H (3.23, 0.93, -3.83)
H (4.37, -0.99, -3.13)
O (-0.69, -0.26, -3.93)
C (-1.56, -1.26, -3.53)
C (0.21, -2.58, -2.31)
C (-1.13, -2.26, -2.53)
H (0.99, -2.13, -2.95)
C (0.49, -3.55, -1.35)
H (-2.66, -1.04, -3.41)
C (-2.18, -3.01, -1.95)
H (1.51, -3.94, -1.31)
C (-0.55, -4.19, -0.65)
C (-1.90, -3.90, -0.94)
H (-3.20, -2.79, -2.28)
H (-0.32, -5.06, -0.03)
H (-2.75, -4.42, -0.49)
Si (0.01, 3.12, -2.91)
Cl (-1.65, -0.52, -0.35)
C (1.50, 3.61, -1.82)
C (-1.34, 3.97, -1.81)
C (-0.23, 3.32, -4.72)
H (1.87, 2.77, -1.19)
H (1.17, 4.38, -1.09)
H (2.31, 4.01, -2.46)
H (0.63, 2.86, -5.25)
H (-0.36, 4.39, -4.98)
H (-1.14, 2.74, -5.00)
H (-1.86, 3.36, -1.04)
H (-2.14, 4.42, -2.43)
H (-0.81, 4.77, -1.25)
B (0.34, 0.26, 5.65)
C (-0.75, 0.34, 4.53)
N (-1.63, 0.43, 3.76)
H (1.45, 0.14, 5.19)
H (0.06, -0.69, 6.37)
H (0.21, 1.30, 6.29)